(1)
This record from the Open Molecules 2025 dataset describes a structure of composition Ag2Li3NaO24S6 at a distorted geometry. The level of theory is the ωB97M-V functional and the def2-TZVPD basis.

Element x y z (Å)
Na (0.835, -3.089, 1.422)
Ag (1.553, 0.752, -2.963)
Ag (-0.111, -0.267, 3.273)
Li (-1.329, 0.272, -3.989)
Li (-1.945, -3.775, 0.309)
Li (0.040, 2.302, -0.044)
S (3.060, -0.910, 3.140)
O (4.390, -0.878, 3.815)
O (2.714, -2.164, 2.600)
O (2.049, -0.300, 3.923)
O (3.593, -0.064, 2.058)
S (0.558, -0.629, -5.636)
O (1.769, -1.383, -5.379)
O (0.588, 0.637, -4.757)
O (0.526, -0.229, -7.029)
O (-0.744, -1.326, -5.115)
S (-1.984, 3.249, 2.202)
O (-2.357, 2.211, 3.123)
O (-0.691, 3.969, 2.501)
O (-1.699, 2.693, 0.849)
O (-3.004, 4.258, 2.064)
S (-1.801, -4.807, 2.622)
O (-0.545, -5.132, 1.922)
O (-2.818, -4.936, 1.606)
O (-2.130, -5.623, 3.835)
O (-1.672, -3.461, 2.922)
S (1.614, 4.633, -1.672)
O (1.797, 5.479, -0.357)
O (1.224, 3.252, -1.255)
O (0.477, 5.367, -2.107)
O (2.791, 4.608, -2.489)
S (-1.348, -0.890, -0.318)
O (-0.449, -0.237, 0.799)
O (-1.166, -0.428, -1.737)
O (-1.000, -2.387, -0.198)
O (-2.787, -0.767, 0.062)

Output
Spin multiplicity   3
Highest occupied orbital energy (spin up / spin down)   2.646 / 2.647 eV
Frontier orbital gap (spin up / spin down)   3.60 / 3.03 eV
Total charge   -4

Atomic partial charges in e from the natural (NBO) method, atoms 1 to 8: atom 1 (Na): 0.95, atom 2 (Ag): 0.93, atom 3 (Ag): 0.95, atom 4 (Li): 0.96, atom 5 (Li): 0.93, atom 6 (Li): 0.94, atom 7 (S): 2.58, atom 8 (O): -0.76

(2)
This record from the Open Molecules 2025 dataset describes a structure of composition AgBr2ClF18P3 at a distorted geometry. The level of theory is the ωB97M-V functional and the def2-TZVPD basis.

Element x y z (Å)
Ag (0.909, 0.040, -1.127)
Cl (3.213, -0.078, -2.319)
P (-2.007, 0.347, 1.881)
F (-0.965, 0.223, 0.641)
F (-3.089, 1.095, 0.934)
F (-2.664, -1.078, 1.499)
F (-3.091, 0.500, 3.139)
F (-1.000, -0.402, 2.888)
F (-1.373, 1.772, 2.296)
P (2.953, 0.788, 2.329)
F (3.709, 2.063, 1.668)
F (2.001, 1.825, 3.144)
F (1.906, 0.782, 1.063)
F (2.168, -0.444, 2.976)
F (3.968, -0.209, 1.589)
F (4.003, 0.832, 3.608)
P (-1.672, -1.185, -3.509)
F (-1.586, -2.708, -3.019)
F (-0.090, -1.179, -3.779)
F (-2.009, -1.697, -5.012)
F (-1.752, 0.339, -4.047)
F (-3.262, -1.172, -3.150)
F (-1.423, -0.641, -1.966)
Br (0.197, 2.614, -1.675)
Br (0.957, -2.427, -0.054)

Output
Spin multiplicity   2
Highest occupied orbital energy (spin up / spin down)   2.390 / 2.637 eV
Frontier orbital gap (spin up / spin down)   7.01 / 5.57 eV
Total charge   -4

Atomic partial charges in e from the Mulliken method, atoms 1 to 8: atom 1 (Ag): 1.20, atom 2 (Cl): -0.67, atom 3 (P): 1.16, atom 4 (F): -0.18, atom 5 (F): -0.39, atom 6 (F): -0.38, atom 7 (F): -0.43, atom 8 (F): -0.36

(3)
This record from the Open Molecules 2025 dataset describes a structure of composition AgCl. The level of theory is the ωB97M-V functional and the def2-TZVPD basis.

Element x y z (Å)
Ag (1.226, -0.174, -0.335)
Cl (-1.226, 0.174, 0.335)

Output
Spin multiplicity   2
Highest occupied orbital energy (spin up / spin down)   -17.942 / -17.657 eV
Energy relative to the best compared isomer or geometry (same formula, charge and spin)   0.00 kcal/mol
Frontier orbital gap (spin up / spin down)   11.11 / 7.76 eV
Total charge   +1

The natural (NBO) scheme yields these atomic charges, measured in e: atom 1 (Ag): 0.95, atom 2 (Cl): 0.05

(4)
This record from the Open Molecules 2025 dataset describes a structure of composition AgCl2F2NO4S2 at a distorted geometry. The level of theory is the ωB97M-V functional and the def2-TZVPD basis.

Element x y z (Å)
Ag (12.335, -35.608, 17.080)
Cl (14.878, -35.026, 18.448)
Cl (10.983, -34.048, 15.067)
N (11.131, -37.110, 18.183)
S (9.767, -37.378, 19.232)
O (10.126, -37.466, 20.668)
O (8.525, -38.080, 18.755)
F (9.234, -35.948, 19.130)
S (11.066, -38.547, 17.854)
O (10.218, -39.048, 16.709)
O (11.253, -39.541, 18.870)
F (12.442, -38.614, 17.058)

Output
Spin multiplicity   1
Highest occupied orbital energy   -2.743 eV
Energy relative to the best compared isomer or geometry (same formula, charge and spin)   24.05 kcal/mol
Frontier orbital gap   7.80 eV
Total charge   -2

Atomic partial charges in e from the natural (NBO) method, atoms 1 to 8: atom 1 (Ag): 0.87, atom 2 (Cl): -0.93, atom 3 (Cl): -0.93, atom 4 (N): -1.11, atom 5 (S): 2.30, atom 6 (O): -0.89, atom 7 (O): -0.86, atom 8 (F): -0.48

(5)
This record from the Open Molecules 2025 dataset describes a structure of composition AgH14O7 at a distorted geometry. The level of theory is the ωB97M-V functional and the def2-TZVPD basis.

Element x y z (Å)
Ag (-0.375, 0.075, -0.283)
O (-0.955, -2.156, 0.355)
H (-0.105, -2.555, 0.544)
H (-1.325, -2.685, -0.361)
O (-2.093, 0.174, -1.803)
H (-2.886, -0.326, -1.721)
H (-2.436, 1.034, -2.132)
O (1.615, 0.743, 0.888)
H (1.482, 1.623, 1.223)
H (2.560, 0.636, 0.829)
O (-1.529, 1.231, 1.409)
H (-2.191, 0.536, 1.363)
H (-1.984, 1.971, 0.962)
O (1.012, -1.188, 2.718)
H (0.279, -0.922, 3.237)
H (1.200, -0.417, 2.193)
O (0.738, 1.538, -1.975)
H (0.339, 2.229, -1.418)
H (1.634, 1.540, -1.815)
O (1.332, -1.183, -1.369)
H (1.635, -0.702, -2.102)
H (2.053, -1.196, -0.742)

Output
Spin multiplicity   1
Highest occupied orbital energy   -13.174 eV
Energy relative to the best compared isomer or geometry (same formula, charge and spin)   14.37 kcal/mol
Frontier orbital gap   9.47 eV
Total charge   +1

Atomic partial charges in e from the natural (NBO) method, atoms 1 to 8: atom 1 (Ag): 0.88, atom 2 (O): -0.97, atom 3 (H): 0.50, atom 4 (H): 0.49, atom 5 (O): -0.97, atom 6 (H): 0.49, atom 7 (H): 0.50, atom 8 (O): -0.97

(6)
This record from the Open Molecules 2025 dataset describes a structure of composition Al2I2 at a distorted geometry. The level of theory is the ωB97M-V functional and the def2-TZVPD basis.

Element x y z (Å)
Al (-11.403, -14.197, -26.414)
Al (-15.559, -19.875, -26.160)
I (-15.091, -15.381, -26.834)
I (-12.848, -11.003, -27.647)

Output
Spin multiplicity   1
Highest occupied orbital energy   -24.781 eV
Energy relative to the best compared isomer or geometry (same formula, charge and spin)   8.45 kcal/mol
Frontier orbital gap   3.32 eV
Total charge   +4

The natural (NBO) scheme yields these atomic charges, measured in e: atom 1 (Al): 0.99, atom 2 (Al): 1.06, atom 3 (I): 0.95, atom 4 (I): 1.00

Taking the records one at a time from the top gives electronic energy values of -4673.88339 -8577.43812 -606.78320 -2419.21603 -681.79724 -1078.14217 hartree.